Record 1
The following is a quantum chemistry calculation of the ion C5H6N with charge +1, from OMol25.

Geometry as XYZ:
```
12
C5H6N | OMol25 | ωB97M-V with the def2-TZVPD basis set
C -0.26137 -1.52729 -0.16787
C -0.93498 -0.72746 0.82614
C -1.55587 0.41266 0.14995
N -1.25233 0.80067 -1.04613
C -0.04509 0.47230 -0.59243
C 1.06277 1.24563 -0.06055
H 0.46150 -2.30262 0.12764
H -0.82699 -1.75606 -1.13390
H -0.72151 -0.92346 1.84077
H 1.99912 0.82849 -0.52412
H 1.10008 1.27626 1.00025
H 0.97468 2.20087 -0.41975
```

The value obtained for the highest occupied orbital energy (spin up / spin down) is -14.824 / -14.822 eV. The SMILES is C=CC1=[N+]=C1C. The charge is +1. The spin multiplicity is 1. The value obtained for the HOMO-LUMO gap (spin up / spin down) is 8.402 / 8.400 eV.

Record 2
The following is a quantum chemistry calculation of a cluster of 2 separate species, C3H3NO3 in total, from OMol25.

Geometry as XYZ:
```
10
C3H3NO3 | OMol25 | ωB97M-V with the def2-TZVPD basis set
C -0.46908 1.22297 0.04987
C -1.07742 0.02487 -0.54108
C 0.09731 -0.07453 0.40480
N 1.37748 -0.57813 -0.00988
O -0.39361 2.39588 0.15555
O 1.50221 -0.74791 -1.20563
O 2.22396 -0.75668 0.82768
H -2.05481 -0.26435 -0.18217
H -0.90765 -0.23642 -1.57887
H -0.29839 -0.98569 2.07973
```

The value obtained for the highest occupied orbital energy (spin up / spin down) is -10.273 / -10.275 eV. The spin multiplicity is 1. The value obtained for the HOMO-LUMO gap (spin up / spin down) is 8.226 / 8.220 eV.

Energy readings, ordered: -6758.275 -10783.676 eV
ΔE to the lowest compared entry with this formula, charge and spin readings, ordered: 159.2 208.1 kcal/mol
F_max readings, ordered: 0.0817 0.0971 hartree/bohr